Record 1
Density functional theory data (the ωB97M-V functional and the def2-TZVPD basis) for a molecular structure, C28H41IIrN3O2P2Si.

```
79
Properties=species:S:1:pos:R:3:forces:R:3:lowdin_charge:R:1
Ir -0.239854 -0.153497 -0.071043 -0.4 0.0 -0.1 1.012
I 2.450390 5.006971 -0.871442 -0.1 0.2 0.1 0.899
P -2.860703 -0.530402 0.151642 0.3 0.0 -0.2 0.845
P -1.175030 1.240730 -1.867956 0.2 -0.2 0.2 0.792
Si 0.058387 0.690896 2.263347 -0.2 0.0 0.0 0.452
O 1.676061 1.748797 -0.886912 0.3 -0.1 -0.1 -0.131
O -0.808491 -2.500145 0.106496 0.1 -0.3 -0.1 -0.159
N 3.904771 1.328657 -0.904307 0.1 -0.1 0.0 0.206
N 0.934300 -3.739257 0.800833 0.1 -0.1 0.0 0.115
N 1.417005 -1.302056 -1.065376 0.1 0.0 -0.1 -0.034
C -1.078529 -4.868051 0.028704 0.0 -0.1 0.0 0.037
C 2.824454 2.063834 -1.204829 -0.3 0.3 0.0 -0.665
C 2.869683 -1.459927 -2.958139 0.0 0.0 0.0 -0.019
C 3.083326 3.324799 -1.989085 0.1 0.0 0.0 -0.565
C -4.626723 0.577513 -3.946896 0.0 0.0 0.0 -0.039
C -0.838985 -0.595373 3.276426 -0.2 -0.2 0.2 -0.211
C -0.814350 2.326847 2.272167 0.0 0.3 -0.1 -0.191
C 1.633407 1.144616 4.482112 0.1 -0.1 0.0 -0.093
C 1.725640 -1.005083 -2.335606 0.1 -0.1 0.1 -0.116
C 4.004331 1.559851 4.555546 0.0 0.0 0.0 -0.062
C -4.832923 -0.556465 -1.838737 0.0 0.0 0.0 -0.064
C 2.912801 1.135332 2.460318 0.0 0.0 0.0 -0.104
C 4.069922 1.413775 3.177545 -0.1 0.0 0.1 -0.072
C -3.552456 -0.140970 -1.476055 -0.1 0.0 -0.1 -0.376
C -0.294008 1.535819 -3.422030 0.0 0.1 -0.1 -0.236
C 1.675789 0.990439 3.087981 0.7 0.0 0.2 -0.307
C 3.752697 -2.239333 -2.230502 0.1 0.0 -0.1 -0.019
C 2.782784 1.428478 5.205020 0.0 0.0 0.0 -0.059
C 3.435631 -2.561061 -0.922027 0.0 0.0 0.1 0.004
C -3.353185 0.997963 -3.597051 0.0 0.0 0.0 -0.067
C 2.252628 -2.096386 -0.369150 -0.1 0.1 -0.1 -0.254
C -5.367328 -0.200151 -3.067003 0.0 0.0 0.0 -0.037
C -1.433123 2.914761 -1.234572 0.0 0.1 -0.1 -0.214
C 1.791613 -2.575918 0.981748 0.0 -0.1 0.0 -0.100
C -0.300307 -3.619471 0.304891 -0.1 0.3 0.1 -0.478
C -3.760189 0.599756 1.251378 -0.1 0.1 0.1 -0.220
C -2.807655 0.642984 -2.363326 -0.1 0.0 0.0 -0.374
C -3.557003 -2.143388 0.590585 -0.1 0.0 0.1 -0.236
H -3.085246 -2.502869 1.503879 0.0 0.0 0.0 0.047
H -2.031663 2.899334 -0.326093 0.0 0.0 0.0 0.031
H -0.465973 3.372516 -1.016895 0.0 0.0 0.0 0.017
H 0.696145 1.042676 5.020626 0.0 0.0 0.0 0.105
H 5.018107 1.527863 2.666832 0.0 0.0 0.0 0.106
H -1.404875 -0.103095 4.075313 0.0 -0.1 0.0 0.051
H -3.368701 -2.857235 -0.205573 0.0 0.0 0.0 0.051
H 4.091560 -3.185663 -0.328848 0.0 0.0 0.0 0.130
H -1.532247 -1.216774 2.709215 0.0 0.0 0.0 -0.009
H -0.799128 2.638227 3.323618 0.0 0.1 -0.1 0.058
H -5.040480 0.856211 -4.906894 0.0 0.0 0.0 0.122
H -5.423924 -1.166364 -1.166760 0.0 0.0 0.0 0.109
H 3.062011 -1.200692 -3.989885 0.0 0.0 0.0 0.125
H 3.805107 0.493834 -0.348673 0.0 0.0 0.0 0.097
H 1.232457 -1.795392 1.498134 0.0 0.0 0.1 0.068
H -0.745382 2.380369 -3.944515 0.0 0.0 0.0 0.065
H -0.239729 3.054442 1.694470 0.0 0.0 0.1 0.039
H 0.733968 1.788906 -3.180333 0.1 0.0 0.0 0.022
H -1.841638 2.332852 1.927315 -0.1 0.0 0.0 -0.005
H -0.101876 -1.250689 3.747419 -0.1 0.0 0.0 0.045
H 1.023952 -0.380452 -2.858452 0.0 0.0 0.0 0.065
H -0.460970 -5.763712 0.054382 0.0 0.0 0.0 0.093
H -1.551769 -4.782072 -0.947710 0.0 0.0 0.0 0.102
H 4.129646 3.474364 -2.235786 0.0 0.0 0.0 0.051
H -4.630369 -2.050030 0.763976 0.0 0.0 0.0 0.059
H 4.832499 1.663826 -1.100199 0.0 0.0 0.0 0.126
H -0.329800 0.660678 -4.069783 0.0 0.0 0.0 0.063
H 4.668770 -2.602166 -2.678047 0.0 0.0 0.0 0.128
H -2.790402 1.598992 -4.299402 0.0 0.0 0.0 0.104
H 2.629817 -2.859738 1.612508 0.0 0.0 0.0 0.143
H -4.819633 0.338448 1.223338 0.0 0.0 0.0 0.065
H 1.329771 -4.662109 0.890069 0.0 0.0 0.1 0.161
H 4.898464 1.782761 5.122789 0.0 0.0 0.0 0.114
H -1.955414 3.493313 -1.999304 0.0 0.1 0.1 0.070
H 2.491534 3.323897 -2.898972 0.0 0.0 0.0 0.046
H 2.969811 1.066042 1.383024 -0.1 0.0 0.0 0.051
H 2.726997 1.547934 6.279352 0.0 0.0 0.0 0.115
H -3.653267 1.628722 0.914428 0.0 0.0 0.0 0.041
H -3.395844 0.517748 2.274783 0.0 0.0 0.0 0.046
H -6.362512 -0.526641 -3.337629 0.0 0.0 0.0 0.122
H -1.864548 -4.964147 0.779586 0.0 0.0 0.0 0.103
```
Positions in Å, forces in eV/Å.

* 2S+1: 5
* expectation value of S²: 6.01
* relative energy (zero: lowest compared OMol25 entry of this formula, charge and spin): 0.0 kJ/mol
* HOMO (spin up / spin down): -12.240 / -13.713 eV
* Kohn-Sham gap (spin up / spin down): 7.121 / 6.570 eV
* charge: +2

=====

Record 2
Density functional theory data (the ωB97M-V functional and the def2-TZVPD basis) for a molecular structure, C28H41N3O4P3Pt at a distorted geometry.

```
80
Properties=species:S:1:pos:R:3:forces:R:3:lowdin_charge:R:1
Pt -0.789530 -0.989160 -0.525972 -0.7 1.1 -0.8 0.997
P 1.467651 -0.523112 -0.857171 0.3 -0.8 0.6 0.997
P -0.419976 -0.711037 1.803011 0.9 -1.3 -0.3 1.021
P -1.317799 -3.039978 -1.561864 0.9 -0.3 0.8 0.694
O -1.062347 0.971674 -0.189329 -0.2 1.2 0.4 -0.251
O -5.818584 6.026738 -2.076442 -0.4 -0.1 -0.1 0.139
O -2.401813 0.002329 -1.590687 -0.4 -0.3 -0.1 -0.078
O -3.877227 6.962651 -2.129136 0.3 0.4 0.0 0.133
N 3.082936 0.920263 0.704630 -0.1 0.1 0.3 0.173
N -4.619159 6.025673 -1.991195 0.0 -0.1 0.1 -0.354
N 1.391896 0.819891 2.957712 0.3 0.1 -0.3 0.172
C -3.068547 -3.243050 -1.199722 0.0 -0.1 -0.1 -0.202
C 1.713585 0.515235 -2.386780 -0.4 -0.1 0.3 -0.659
C -2.145937 3.533628 -0.777338 -0.1 -0.1 0.1 0.025
C -2.767899 2.344029 -1.189078 0.0 0.0 0.0 -0.140
C 4.182357 2.720587 4.269305 -0.1 0.0 0.0 0.001
C -4.637350 3.571163 -2.070899 0.0 0.0 0.1 0.054
C 0.158782 -2.030154 4.137523 0.0 0.0 0.0 -0.043
C 1.919029 0.314652 0.688355 0.3 0.1 -0.5 -0.394
C 3.441411 1.510376 1.872038 0.3 0.0 -0.4 -0.166
C -4.015297 2.362054 -1.833357 0.1 0.0 0.0 0.044
C -2.095271 1.083837 -0.992260 0.0 0.2 -0.1 -0.533
C -0.425755 -4.515088 -1.049721 -0.2 -0.1 -0.2 -0.212
C 2.582962 1.463417 3.013931 -0.3 0.0 0.4 -0.168
C -2.754394 4.742657 -1.039574 -0.1 -0.1 0.0 0.047
C 4.680827 2.183241 1.952534 0.0 0.0 0.2 0.021
C 3.226948 0.753533 -2.520228 0.0 0.1 0.0 -0.046
C -1.145484 -2.892558 -3.345124 -0.2 -0.1 0.0 -0.207
C -1.466888 -3.119758 2.535835 0.0 0.0 0.1 -0.064
C -3.981376 4.726919 -1.684405 0.1 -0.1 0.0 -0.085
C 5.034113 2.772331 3.132607 0.0 0.0 -0.1 0.001
C -0.160728 -2.325378 2.662078 -0.4 0.1 -0.1 -0.679
C 2.976356 2.082773 4.221888 0.2 0.1 -0.1 0.022
C 1.198278 -0.293645 -3.573213 0.2 0.0 -0.1 -0.069
C 0.946376 1.830910 -2.277692 0.1 0.0 0.0 -0.053
C -1.708222 0.197001 2.639593 -0.2 0.1 -0.4 -0.137
C 0.979437 -3.090414 2.013824 0.2 0.0 0.0 -0.082
C 1.090713 0.258508 1.808766 -0.3 0.0 0.4 -0.405
C 2.539457 -1.965685 -0.950823 0.0 0.1 -0.3 -0.173
H -4.490484 1.439101 -2.128657 0.0 -0.1 -0.1 0.132
H -0.100535 -2.925393 -3.637505 0.1 0.0 0.0 0.055
H 5.320402 2.216839 1.082587 0.0 0.0 0.0 0.130
H -2.307076 -2.633067 3.028012 0.0 0.0 0.0 0.090
H 0.365525 -2.991574 4.610126 0.0 0.0 0.0 0.115
H 1.064393 -4.059061 2.506259 0.0 0.0 0.0 0.119
H 2.347737 -2.542808 -1.855154 0.0 0.0 -0.1 0.065
H -2.306722 5.686441 -0.765804 0.0 0.0 0.0 0.139
H 1.035989 -1.397190 4.263480 0.0 0.0 0.0 0.084
H -3.630821 -2.369064 -1.527575 0.0 0.0 0.0 0.060
H -3.402296 -4.118170 -1.765530 -0.1 0.0 0.1 0.087
H 5.980820 3.288631 3.212929 0.0 0.0 0.0 0.132
H 4.503914 3.196040 5.185572 0.0 0.0 0.0 0.132
H 2.396754 -2.593877 -0.082275 0.0 0.0 0.1 0.029
H 0.169621 -0.604879 -3.432791 -0.3 0.0 0.0 0.043
H -0.132815 1.679770 -2.282113 0.2 0.0 -0.1 0.064
H 1.820170 -1.161941 -3.788817 0.0 -0.1 0.0 0.094
H 0.640372 -4.392613 -1.241232 0.0 0.0 0.0 0.054
H -3.244755 -3.417333 -0.139878 0.0 0.0 0.0 0.053
H 3.654295 1.291011 -1.676961 0.0 0.0 0.0 0.079
H -0.682034 -1.582849 4.665108 0.0 0.0 0.0 0.095
H -1.334893 -4.091338 3.013499 0.0 0.0 0.0 0.117
H 1.218913 0.348225 -4.453956 0.0 0.0 -0.1 0.120
H 2.317424 2.037283 5.076263 0.0 0.0 0.0 0.130
H 1.935219 -2.577982 2.135375 0.0 0.0 0.0 0.097
H -2.607379 -0.400374 2.774022 0.0 0.0 0.1 0.077
H -1.613764 -1.982280 -3.713674 -0.1 0.0 0.0 0.063
H -1.947236 1.125202 2.125148 0.1 0.0 0.1 0.069
H -5.604068 3.638266 -2.548233 0.0 0.0 0.0 0.142
H -0.788606 -5.371303 -1.621374 0.0 0.0 0.0 0.084
H -1.238248 0.410794 3.606907 -0.1 0.1 0.0 0.085
H -1.732582 -3.300787 1.492558 0.0 0.0 0.0 0.038
H 3.785295 -0.163832 -2.688601 0.0 -0.1 0.0 0.090
H -0.583824 -4.712495 0.008521 0.0 0.0 0.0 0.047
H 0.793775 -3.269473 0.955157 0.0 0.0 0.1 0.022
H -1.664749 -3.751427 -3.779038 0.0 0.0 0.0 0.087
H 3.332883 1.368170 -3.415479 0.1 0.0 0.0 0.117
H 3.570757 -1.607970 -0.973457 0.0 0.0 0.0 0.082
H 1.227655 2.406419 -1.396278 0.0 0.0 0.0 0.098
H -1.192511 3.504187 -0.270770 0.1 0.0 0.0 0.125
H 1.189933 2.425647 -3.158012 0.0 0.0 0.0 0.116
```
Positions in Å, forces in eV/Å.

* relative energy (zero: lowest compared OMol25 entry of this formula, charge and spin): 71.1 kJ/mol
* HOMO: -16.987 eV
* Kohn-Sham gap: 5.316 eV
* charge: +3

=====

Record 3
Density functional theory data (the ωB97M-V functional and the def2-TZVPD basis) for a molecular structure, C28H41N5O2RhSbSeSi3 at a distorted geometry.

```
82
Properties=species:S:1:pos:R:3:forces:R:3:lowdin_charge:R:1
Sb -0.530432 -1.353539 -0.623510 0.2 -1.9 0.4 0.981
Rh -0.811962 1.166239 -0.555025 -0.5 0.7 -0.5 0.774
Se -2.204483 1.694384 2.706126 -0.1 -0.3 -0.4 1.188
Si -1.750308 -1.997475 -3.024557 0.2 0.2 0.0 0.468
Si 1.976627 -2.361915 -0.861465 -0.2 -0.1 -0.1 0.435
Si -1.805815 -2.536923 1.491217 0.2 0.2 -0.5 0.439
O 1.258794 1.317982 -0.819858 -0.4 0.1 0.2 -0.213
O 2.829747 5.281188 -0.263730 -0.5 0.1 0.1 0.112
N -0.495991 3.071659 -0.355462 1.3 -1.0 0.1 -0.171
N -0.814461 1.021820 1.774162 0.2 0.5 0.2 -0.293
N -2.780392 1.817224 -0.450078 0.0 0.1 0.2 -0.062
N -1.283900 1.868257 4.166689 0.3 0.0 0.5 -0.209
N 0.739974 3.507108 -0.354168 -0.3 1.0 0.1 0.126
C -0.874424 -2.105983 3.063497 -0.2 0.0 -0.2 -0.190
C 1.717986 -4.218772 -1.000789 0.0 0.3 -0.1 -0.204
C 4.951464 4.385928 -0.397646 0.0 0.0 0.0 0.015
C -3.557054 -1.860642 1.412929 0.3 -0.1 0.1 -0.215
C 5.813467 3.328732 -0.540144 -0.1 0.0 0.0 -0.028
C 2.230518 1.052237 4.550846 -0.3 0.2 0.4 -0.039
C -3.441308 -1.199478 -3.149715 0.3 -0.1 0.1 -0.206
C -1.824090 -3.861950 -2.842160 0.0 0.2 0.0 -0.198
C -3.937624 1.159486 -0.550539 0.2 -0.1 0.0 -0.147
C -1.600685 3.853470 -0.142025 -1.1 0.6 0.0 -0.014
C 3.051491 2.859061 -0.565912 -0.3 0.6 0.0 -0.067
C -5.234298 3.144140 -0.166460 0.0 -0.1 0.0 -0.023
C 1.642291 2.532169 -0.585583 0.4 -0.5 -0.1 -0.375
C -0.525728 -1.344889 -4.282294 -0.2 -0.2 0.2 -0.204
C 5.321481 2.023901 -0.699937 -0.1 -0.2 0.0 -0.057
C -1.729494 -4.345903 0.993755 0.0 0.3 0.2 -0.202
C 0.989431 1.470203 4.916838 0.5 0.0 0.2 0.009
C 3.563875 4.189095 -0.404749 0.2 -0.7 -0.1 -0.235
C 2.647246 -1.524097 -2.406328 -0.1 -0.2 0.2 -0.210
C 2.980148 -2.002441 0.687591 -0.3 0.1 -0.2 -0.198
C -4.068337 3.850414 -0.046945 -0.1 0.1 0.1 0.005
C -5.171157 1.763952 -0.421744 -0.1 0.2 0.0 -0.012
C 2.512989 0.652065 3.213984 -0.2 -0.1 -0.5 -0.032
C 1.551131 0.633845 2.246585 0.6 -0.1 0.0 -0.052
C 3.970008 1.804877 -0.717514 0.3 -0.1 0.0 -0.027
C -2.825807 3.189476 -0.195939 0.5 0.2 -0.2 -0.309
C -0.038374 1.484636 3.938276 -0.3 -0.1 -0.3 -0.371
C 0.240495 1.033854 2.590933 -0.6 0.0 0.0 -0.377
H -2.286424 -4.938336 1.725371 0.0 0.0 0.0 0.051
H 0.176404 -1.883769 2.874802 0.0 0.0 0.0 0.016
H 1.166381 -4.514370 -1.893181 0.0 0.0 0.0 0.019
H -0.924473 -4.279267 -2.390713 0.0 0.0 0.0 0.007
H -0.708506 -4.726282 0.973438 0.0 0.0 0.0 0.019
H -3.583170 -0.789571 1.613565 0.0 0.0 0.0 -0.017
H 1.203612 -4.616534 -0.125454 0.0 0.0 0.0 0.018
H -4.169644 -2.354150 2.172587 0.0 0.0 0.0 0.052
H 6.009194 1.197453 -0.813431 0.0 0.0 0.0 0.112
H -0.202847 -0.330467 -4.045162 0.0 0.0 0.0 0.033
H 5.309004 5.399425 -0.277788 0.0 0.0 0.0 0.133
H -4.070266 4.910668 0.167412 0.0 0.0 -0.1 0.133
H 3.027771 1.028337 5.281115 0.0 0.0 0.0 0.119
H 3.818348 -2.702369 0.725444 0.0 0.0 -0.1 0.053
H 3.526249 0.364382 2.963207 0.0 0.0 0.0 0.118
H 2.396014 -2.136806 1.598932 0.0 0.0 0.0 0.026
H 3.579180 0.805907 -0.861644 0.0 0.0 0.0 0.086
H -6.070374 1.173693 -0.520329 0.0 0.0 0.0 0.122
H -1.935324 -4.305548 -3.836283 0.0 0.0 0.0 0.056
H 6.880916 3.502642 -0.528492 0.0 0.0 0.0 0.122
H -0.992527 -1.322774 -5.270602 0.0 0.0 0.0 0.050
H 0.757067 1.788970 5.923723 0.0 0.0 0.0 0.129
H 3.736721 -1.457477 -2.353784 0.0 0.0 0.0 0.045
H 3.390217 -0.991646 0.685522 0.0 0.0 0.0 0.013
H 2.254299 -0.511412 -2.507758 0.0 0.0 0.0 0.013
H 1.884133 5.043479 -0.249997 0.1 0.0 0.0 0.088
H -4.021203 -2.053700 0.444243 0.0 0.0 0.0 0.026
H -1.504271 4.922534 0.002122 0.0 -0.1 0.0 0.144
H 0.357611 -1.980396 -4.347828 0.0 0.0 0.0 0.024
H -6.190235 3.639734 -0.070573 0.0 0.0 0.0 0.127
H 2.697591 -4.701974 -1.047430 0.0 0.0 0.0 0.051
H -2.685025 -4.172293 -2.249187 0.0 0.0 0.0 0.034
H 1.766445 0.365397 1.221551 0.0 0.0 0.1 0.065
H -3.860693 0.098292 -0.738937 0.0 0.0 0.0 0.076
H -4.126397 -1.553874 -2.378014 0.0 0.0 0.0 0.028
H 2.401530 -2.087673 -3.307057 0.0 0.0 0.0 0.027
H -3.877669 -1.467612 -4.116165 0.1 0.0 0.0 0.054
H -0.921720 -2.939328 3.768018 0.0 0.0 0.0 0.051
H -1.322414 -1.237132 3.549568 0.0 0.0 0.0 0.021
H -3.385552 -0.111269 -3.107943 0.0 0.0 0.0 0.027
H -2.182958 -4.518255 0.018018 0.0 0.0 0.0 0.015
```
Positions in Å, forces in eV/Å.

* 2S+1: 5
* expectation value of S²: 6.05
* relative energy (zero: lowest compared OMol25 entry of this formula, charge and spin): 43.7 kJ/mol
* HOMO (spin up / spin down): -11.864 / -13.150 eV
* Kohn-Sham gap (spin up / spin down): 5.880 / 4.755 eV
* charge: +2